16
Properties=species:S:1:pos:R:3:mulliken_charge:R:1 method="wB97M-V/def2-TZVPD" spin_multiplicity=6 molar_mass_g_mol=307.3 homo_energy_ev="-13.59 / -13.59" charge=+1 lumo_energy_ev="-4.240 / -9.008"
O 4.19 5.39 -1.43 -0.420
C 3.73 4.30 -1.04 0.632
O 4.44 3.45 -0.33 -0.402
Ir 3.39 4.43 -3.28 1.099
O 2.60 3.88 -1.49 -0.449
C 0.66 5.32 0.24 -1.030
H 0.71 5.48 -0.85 0.267
H 0.65 4.31 0.67 0.349
H -0.37 5.68 0.30 0.365
C 3.79 5.48 2.10 -0.691
C 2.67 5.98 1.97 0.238
C 1.36 6.34 1.48 -0.456
H 4.85 5.57 2.23 0.434
H 4.47 3.92 0.71 0.424
H 0.64 6.35 2.31 0.349
H 1.38 7.35 1.05 0.292

11
Properties=species:S:1:pos:R:3:mulliken_charge:R:1 method="wB97M-V/def2-TZVPD" molar_mass_g_mol=106.2 homo_energy_ev=-8.28 lumo_energy_ev=0.225
C 1.55 0.71 0.69 -0.734
C 0.42 0.10 -0.13 -0.636
C -1.99 -0.81 -0.29 -0.030
H 2.19 0.83 -0.42 0.202
H 1.23 1.76 0.87 0.316
H 1.85 -0.15 1.53 0.277
H 0.48 -0.90 -0.22 0.424
H 0.55 0.72 -1.11 0.314
H -1.65 -1.62 -1.11 0.231
S -1.16 0.27 0.58 -0.064
S -3.49 -0.92 -0.39 -0.301

20
Properties=species:S:1:pos:R:3:mulliken_charge:R:1 method="wB97M-V/def2-TZVPD" molar_mass_g_mol=116.2 homo_energy_ev=-9.90 lumo_energy_ev=0.661 smiles="CCC=O.CCC=O"
C -2.29 -0.99 -0.42 -0.892
C -1.57 -2.27 -0.95 -0.310
C -1.65 -2.35 -2.52 0.021
O -2.41 -1.66 -3.26 -0.502
H -3.33 -0.93 -0.79 0.308
H -1.74 -0.10 -0.76 0.168
H -2.31 -0.99 0.68 0.326
H -0.48 -2.39 -0.78 0.266
H -2.08 -3.16 -0.53 0.275
H -1.09 -3.17 -3.03 0.340
C 0.94 1.29 0.88 -0.940
C 2.16 2.19 0.78 -0.370
C 2.93 2.12 2.14 0.027
O 3.04 1.04 2.78 -0.498
H 1.26 0.24 1.01 0.287
H 0.41 1.38 -0.08 0.263
H 0.24 1.54 1.70 0.331
H 2.75 1.90 -0.11 0.286
H 1.86 3.25 0.66 0.274
H 3.37 3.04 2.60 0.338

96
Properties=species:S:1:pos:R:3:mulliken_charge:R:1 method="wB97M-V/def2-TZVPD" molar_mass_g_mol=869.1 homo_energy_ev=-10.24 charge=+1 lumo_energy_ev=-5.135
Ba -3.27 -5.91 -6.64 1.698
C -7.99 -7.85 -9.73 -0.933
C -6.78 -7.37 -8.96 0.879
O -6.90 -7.17 -7.73 -0.766
O -5.67 -7.36 -9.59 -0.807
H -8.27 -7.24 -10.59 0.290
H -8.93 -8.09 -9.24 0.285
H -7.73 -8.74 -10.30 0.265
C -13.32 -6.91 -5.52 -0.572
C -13.99 -7.03 -4.32 -0.273
C -13.38 -6.75 -3.10 -0.490
C -12.04 -6.30 -3.13 0.275
C -11.34 -6.18 -4.31 -0.451
C -11.95 -6.56 -5.50 -0.377
N -11.39 -6.02 -1.80 0.986
O -12.00 -6.23 -0.77 -0.582
O -10.25 -5.63 -1.86 -0.604
H -13.84 -7.13 -6.44 0.422
H -15.02 -7.38 -4.34 0.384
H -13.95 -6.98 -2.22 0.417
H -10.28 -6.00 -4.38 0.433
H -11.43 -6.47 -6.44 0.430
C -15.28 -11.54 -7.04 -0.502
C -15.12 -11.77 -5.68 -0.374
C -13.85 -11.67 -5.07 -0.290
C -12.70 -11.37 -5.79 0.045
C -12.91 -11.18 -7.22 -0.434
C -14.15 -11.18 -7.75 -0.353
N -11.37 -11.25 -5.21 0.991
O -11.29 -11.44 -3.99 -0.581
O -10.44 -11.00 -5.99 -0.577
H -16.23 -11.58 -7.56 0.396
H -15.98 -11.95 -5.05 0.377
H -13.80 -11.76 -3.99 0.443
H -12.07 -11.00 -7.88 0.443
H -14.25 -10.97 -8.81 0.417
C -5.15 -9.89 -13.83 -0.465
C -3.84 -10.26 -13.44 -0.553
C -3.33 -11.47 -13.95 -0.236
C -4.10 -12.32 -14.73 0.150
C -5.48 -12.01 -14.96 -0.328
C -5.95 -10.74 -14.55 -0.463
N -3.47 -13.55 -15.32 0.853
O -4.20 -14.43 -15.82 -0.556
O -2.26 -13.66 -15.48 -0.530
H -5.57 -8.96 -13.47 0.406
H -3.25 -9.66 -12.75 0.434
H -2.35 -11.87 -13.75 0.406
H -6.07 -12.65 -15.60 0.429
H -6.97 -10.56 -14.86 0.450
C -11.45 -12.09 -17.32 -0.296
C -11.19 -12.51 -16.03 -0.573
C -11.24 -11.59 -14.98 -0.363
C -11.41 -10.24 -15.24 0.188
C -11.80 -9.85 -16.55 -0.284
C -11.76 -10.75 -17.61 -0.474
N -11.25 -9.19 -14.23 0.897
O -11.54 -9.56 -13.09 -0.536
O -10.88 -8.05 -14.59 -0.538
H -11.50 -12.80 -18.13 0.369
H -11.04 -13.57 -15.89 0.416
H -11.08 -11.84 -13.94 0.450
H -12.14 -8.83 -16.68 0.374
H -12.04 -10.35 -18.57 0.374
C -3.17 -10.75 -6.71 -0.736
O -2.14 -9.78 -7.11 -0.282
C -1.34 -10.38 -8.18 -0.516
C -0.16 -11.23 -7.76 -0.406
O -0.56 -12.09 -6.71 -0.286
C 0.43 -12.62 -5.86 -0.797
H -2.91 -11.78 -6.48 0.229
H -3.88 -10.67 -7.53 0.357
H -3.69 -10.42 -5.81 0.279
H -0.96 -9.54 -8.75 0.336
H -1.94 -10.96 -8.88 0.283
H 0.63 -10.55 -7.42 0.321
H 0.25 -11.80 -8.60 0.340
H -0.16 -12.99 -5.01 0.267
H 1.03 -11.83 -5.40 0.353
H 1.04 -13.40 -6.30 0.268
C -1.99 -4.31 -10.70 -0.772
O -2.55 -3.85 -9.50 -0.200
C -3.19 -2.63 -9.74 -0.372
C -3.64 -2.11 -8.41 -0.751
O -4.71 -2.84 -7.86 -0.290
C -5.94 -2.78 -8.60 -0.755
H -1.29 -3.57 -11.08 0.344
H -2.69 -4.62 -11.48 0.320
H -1.53 -5.21 -10.30 0.207
H -4.05 -2.62 -10.41 0.381
H -2.52 -1.95 -10.26 0.382
H -4.05 -1.10 -8.46 0.420
H -2.78 -2.04 -7.75 0.272
H -6.25 -1.76 -8.82 0.301
H -6.70 -3.21 -7.94 0.266
H -5.92 -3.46 -9.45 0.328